# 1
Molecular formula: C33H24F3FeN5O6S3
Method: DFT, ωB97M-V/def2-TZVPD

Geometry (Å):
Fe (0.120, -0.020, -0.477)
S (-0.929, 0.590, 3.730)
S (1.137, 2.857, 3.518)
S (-0.346, 3.129, -0.551)
F (-1.666, 4.149, 1.504)
F (-2.912, 3.662, -0.200)
F (-1.629, 5.408, -0.258)
O (-0.660, 1.822, 0.039)
O (-0.541, 0.072, -7.266)
O (-2.559, -0.778, -6.701)
O (0.769, -1.802, -0.961)
O (0.852, 3.752, -0.051)
O (-0.566, 3.211, -1.975)
N (1.776, 0.843, -1.290)
N (-1.756, -0.751, -0.303)
N (1.223, 0.795, 2.065)
N (0.779, -0.347, 1.391)
N (-0.438, 0.098, -2.316)
C (-3.682, -1.581, 0.818)
C (-1.973, -0.547, -3.991)
C (0.053, -5.111, 1.394)
C (2.711, 1.581, -3.359)
C (0.330, -3.891, 1.983)
C (1.323, 1.080, 6.486)
C (0.457, 3.047, 5.184)
C (3.896, 1.920, -1.314)
C (2.976, 2.704, 8.010)
C (-3.698, -1.333, -1.559)
C (0.150, 0.383, -4.584)
C (-1.077, -0.139, -4.973)
C (-4.345, -1.704, -0.391)
C (0.328, -4.084, -0.765)
C (3.828, 2.051, -2.690)
C (-2.382, -1.097, 0.819)
C (1.634, -1.654, 3.283)
C (0.588, -2.737, 1.237)
C (0.971, -1.497, 1.940)
C (-1.612, -0.421, -2.660)
C (0.565, -2.809, -0.187)
C (-1.710, 4.133, 0.170)
C (1.323, 2.457, 6.259)
C (0.069, -5.196, 0.000)
C (0.440, 0.485, -3.233)
C (-2.400, -0.855, -1.482)
C (2.970, 1.334, 8.227)
C (2.843, 1.314, -0.649)
C (-1.432, -0.296, -6.476)
C (2.139, 0.526, 7.459)
C (0.468, 1.259, 3.004)
C (2.158, 3.257, 7.034)
C (1.697, 0.984, -2.628)
H (3.622, 3.345, 8.599)
H (0.908, -1.961, 4.036)
H (0.332, -4.132, -1.848)
H (-1.825, -0.951, 1.738)
H (-0.163, -5.979, 2.005)
H (-4.153, -1.844, 1.754)
H (0.338, -3.828, 3.064)
H (0.678, 0.456, 5.876)
H (-0.133, -6.145, -0.487)
H (-5.361, -2.077, -0.427)
H (0.329, 4.120, 5.339)
H (-4.189, -1.404, -2.519)
H (2.610, 1.690, -4.429)
H (2.130, -0.546, 7.617)
H (3.609, 0.898, 8.985)
H (-2.915, -0.968, -4.314)
H (4.737, 2.298, -0.750)
H (0.841, 0.676, -5.363)
H (-0.527, 2.572, 5.162)
H (2.171, 4.328, 6.861)
H (2.399, -2.431, 3.212)
H (4.628, 2.532, -3.239)
H (2.813, 1.220, 0.431)
H (2.085, -0.723, 3.611)

The frontier orbital gap (spin up / spin down) is 0.249 / 0.249 Ha. The relative energy (zero: lowest compared OMol25 entry of this formula, charge and spin) is 0.336 eV. The value obtained for the LUMO energy (spin up / spin down) is 0.15106 / 0.15106 Ha. Its total charge is -2.



# 2
Molecular formula: C5H7NO
Method: DFT, ωB97M-V/def2-TZVPD

Geometry (Å):
O (1.180, 2.406, -1.010)
N (-0.756, 1.447, -0.022)
C (0.401, 1.649, -0.589)
C (-0.755, -1.106, -0.280)
C (-1.518, 0.168, -0.020)
C (0.546, -1.262, -0.043)
C (1.391, -0.140, 0.476)
H (1.781, -0.422, 1.474)
H (0.985, -2.247, -0.243)
H (-1.938, 0.162, 0.990)
H (-1.357, -1.932, -0.655)
H (2.285, -0.031, -0.147)
H (-2.370, 0.247, -0.703)
H (0.123, 1.060, 0.771)

The frontier orbital gap is 0.319 Ha. The relative energy (zero: lowest compared OMol25 entry of this formula, charge and spin) is 5.113 eV. The value obtained for the LUMO energy is 0.01865 Ha. Its total charge is 0.



# 3
Molecular formula: C3H8O2
Method: DFT, ωB97M-V/def2-TZVPD

Geometry (Å):
O (-0.065, 0.598, -0.707)
O (-1.706, -2.559, -1.747)
C (-1.011, -1.610, -1.988)
C (0.784, 0.213, 1.589)
C (0.483, 1.274, 0.540)
H (-0.965, 0.332, -0.389)
H (-0.119, -0.323, 1.747)
H (-0.305, 1.924, 0.921)
H (0.030, -1.669, -1.763)
H (1.228, 0.628, 2.578)
H (1.336, 1.960, 0.248)
H (-1.352, -0.491, -2.199)
H (1.662, -0.278, 1.170)

The frontier orbital gap is 0.391 Ha. The relative energy (zero: lowest compared OMol25 entry of this formula, charge and spin) is 2.364 eV. The value obtained for the LUMO energy is 0.02886 Ha. As for the SMILES: C=O.CCO. Its total charge is 0.



# 4
Molecular formula: C19H18N6O
Method: DFT, ωB97M-V/def2-TZVPD

Geometry (Å):
O (1.892, 0.224, -3.210)
N (1.769, -1.478, -0.097)
N (1.508, -2.048, 1.117)
N (0.240, 2.694, -2.529)
N (-1.688, 1.976, -1.794)
N (0.619, -3.366, -0.422)
N (-0.114, 0.390, -2.141)
C (1.124, -2.156, -1.014)
C (-1.239, -0.192, -1.244)
C (-1.770, 3.370, -1.807)
C (-1.286, 6.054, -1.851)
C (1.013, -1.859, -2.464)
C (2.014, -1.773, 2.377)
C (-2.545, 5.607, -1.445)
C (-2.771, 4.203, -1.410)
C (0.795, -3.202, 0.865)
C (0.758, -3.699, 3.325)
C (0.308, -4.009, 2.038)
C (-0.583, 3.782, -2.168)
C (-0.452, 1.700, -2.209)
C (0.312, -4.619, 4.458)
C (1.540, -2.481, 3.482)
C (-2.420, 0.752, -1.370)
C (2.895, -0.580, 2.532)
C (-0.360, 5.174, -2.234)
C (1.028, -0.321, -2.572)
H (1.833, -2.199, 4.487)
H (-3.010, 0.457, -2.253)
H (1.925, -2.276, -2.920)
H (0.078, -2.343, -2.850)
H (3.604, -0.685, 1.790)
H (-0.615, -5.092, 4.395)
H (-0.368, -4.806, 1.963)
H (-3.745, 3.835, -1.052)
H (0.192, -3.986, 5.373)
H (3.141, -0.481, 3.533)
H (-2.920, 0.940, -0.314)
H (-1.086, 7.132, -1.781)
H (1.053, -5.424, 4.515)
H (-3.218, 6.399, -1.124)
H (-0.947, -0.294, -0.150)
H (0.652, 5.581, -2.459)
H (-1.458, -1.219, -1.568)
H (2.300, 0.318, 2.201)

The frontier orbital gap is 0.313 Ha. The relative energy (zero: lowest compared OMol25 entry of this formula, charge and spin) is 2.716 eV. The value obtained for the LUMO energy is 0.01471 Ha. As for the SMILES: Cc1cc(C)n2nc(CC(=O)N3CCn4c3nc3ccccc34)nc2c1. Its total charge is 0.



# 5
Molecular formula: C50H50AsN3O2PbS4
Method: DFT, ωB97M-V/def2-TZVPD

Geometry (Å):
Pb (0.462, -0.103, -0.273)
As (-0.185, 2.509, -0.776)
S (-1.517, -3.435, 0.072)
S (1.900, 1.016, 1.545)
S (-0.273, -2.163, -4.624)
S (-3.684, -3.287, -3.055)
O (-1.446, -0.683, -1.053)
O (-0.602, -3.037, 5.619)
N (-0.669, -0.844, 1.685)
N (3.481, -3.377, 0.892)
N (0.867, -1.345, 5.928)
C (-0.867, -1.186, -3.342)
C (-1.539, -1.681, -2.064)
C (-0.053, -1.198, 2.823)
C (2.066, 2.717, 1.058)
C (2.202, -3.177, 0.107)
C (-0.207, 5.017, -4.718)
C (-0.844, 0.127, -3.708)
C (-3.043, -1.851, -2.362)
C (-2.099, -1.116, 4.022)
C (-2.727, -0.704, 2.865)
C (1.405, -0.025, 5.611)
C (2.472, -2.472, -1.185)
C (2.856, -0.083, 5.148)
C (-0.115, -1.982, 5.251)
C (2.251, -0.593, -2.693)
C (0.876, 3.459, -3.243)
C (-4.019, -0.922, -2.181)
C (-4.197, 2.563, 0.327)
C (0.068, -0.808, -5.610)
C (-4.187, 3.232, 1.547)
C (-1.815, 2.834, 0.180)
C (-3.010, 2.357, -0.356)
C (1.383, -2.005, 7.138)
C (-2.992, 3.695, 2.083)
C (3.095, -1.216, -3.603)
C (1.386, 4.764, -0.033)
C (1.943, -1.224, -1.493)
C (-1.325, 5.033, -3.896)
C (-1.045, -3.034, -1.543)
C (-0.726, -1.357, 4.014)
C (3.280, 4.773, 1.430)
C (-1.986, -0.591, 1.702)
C (-0.443, -5.277, -1.318)
C (2.255, -3.219, 6.852)
C (-1.352, 4.267, -2.736)
C (3.603, -2.476, -3.324)
C (-5.263, -2.630, -3.116)
C (-0.968, -5.049, -0.086)
C (1.205, 3.397, 0.197)
C (3.287, -3.097, -2.125)
C (-0.297, 0.352, -5.004)
C (-1.797, 3.498, 1.401)
C (3.229, -4.180, 2.127)
C (2.409, 5.456, 0.588)
C (3.114, 3.418, 1.658)
C (4.155, -2.080, 1.204)
C (-5.302, -1.370, -2.614)
C (0.894, 4.230, -4.392)
C (-0.487, -4.117, -2.155)
C (-0.245, 3.490, -2.419)
H (4.098, 5.298, 1.908)
H (-2.221, 4.288, -2.093)
H (1.522, -2.619, 0.751)
H (-2.441, -0.346, 0.752)
H (1.735, 2.850, -2.985)
H (0.717, 5.291, -0.701)
H (2.553, -3.681, 7.794)
H (3.499, -1.493, 1.841)
H (1.016, -1.383, 2.762)
H (-0.867, 3.861, 1.818)
H (2.628, -3.583, 2.809)
H (-2.655, -1.262, 4.940)
H (0.492, -0.954, -6.594)
H (3.791, 2.890, 2.318)
H (2.690, -5.086, 1.862)
H (1.957, -1.254, 7.678)
H (4.339, -1.541, 0.279)
H (1.706, -3.959, 6.273)
H (3.673, -4.096, -1.930)
H (0.533, -2.293, 7.756)
H (-6.075, -3.220, -3.515)
H (4.178, -4.433, 2.592)
H (0.783, 0.453, 4.859)
H (-2.987, 4.219, 3.031)
H (-6.206, -0.779, -2.556)
H (-1.261, 0.905, -3.091)
H (-3.011, 1.832, -1.303)
H (4.235, -2.980, -4.045)
H (-0.138, -4.130, -3.177)
H (2.530, 6.517, 0.414)
H (-3.833, 0.047, -1.741)
H (2.972, -0.844, 4.372)
H (-2.179, 5.649, -4.150)
H (-3.789, -0.501, 2.844)
H (-5.115, 3.397, 2.078)
H (3.525, -0.349, 5.968)
H (3.164, -2.935, 6.313)
H (-0.065, -6.238, -1.643)
H (1.768, -4.161, -0.059)
H (-0.202, 1.328, -5.462)
H (3.172, 0.882, 4.749)
H (1.818, 0.368, -2.948)
H (4.114, -3.908, 0.292)
H (-0.190, 5.621, -5.616)
H (-5.131, 2.208, -0.091)
H (5.093, -2.283, 1.717)
H (-1.087, -5.746, 0.732)
H (3.333, -0.725, -4.539)
H (1.339, 0.589, 6.511)
H (1.766, 4.222, -5.034)

The frontier orbital gap is 0.239 Ha. The relative energy (zero: lowest compared OMol25 entry of this formula, charge and spin) is 0.332 eV. The value obtained for the LUMO energy is -0.21337 Ha. Its total charge is +2.



# 6
Molecular formula: C10H14NO2P
Method: DFT, ωB97M-V/def2-TZVPD

Geometry (Å):
P (-0.197, 1.335, 0.925)
O (-1.269, 2.340, 0.354)
O (-0.570, 0.914, 2.250)
N (-0.199, 0.301, -0.614)
C (-0.943, 1.146, -1.565)
C (-0.453, -1.077, -0.430)
C (0.145, -1.763, 0.616)
C (-1.304, -1.764, -1.329)
C (0.206, -3.128, 0.627)
C (-0.561, -3.864, -0.271)
C (-1.116, 2.574, -1.043)
C (2.295, 1.531, 1.933)
C (1.451, 2.136, 0.835)
C (-1.298, -3.139, -1.209)
H (2.377, 0.530, 1.641)
H (1.977, 1.694, -0.061)
H (-1.908, 0.680, -1.750)
H (0.693, -3.480, 1.507)
H (0.811, -1.283, 1.256)
H (-0.502, -5.067, -0.295)
H (-1.855, -3.724, -1.892)
H (1.295, 3.185, 0.966)
H (-1.771, -1.235, -2.170)
H (3.260, 1.907, 1.950)
H (-0.145, 3.091, -1.255)
H (-0.414, 1.338, -2.554)
H (1.848, 1.633, 2.883)
H (-1.857, 3.188, -1.309)

The frontier orbital gap is 0.329 Ha. The relative energy (zero: lowest compared OMol25 entry of this formula, charge and spin) is 0.000 eV. The value obtained for the LUMO energy is 0.02794 Ha. As for the SMILES: CC[P@@]1(=O)OCCN1c1ccccc1. Its total charge is 0.



# 7
Molecular formula: C5H8O2
Method: DFT, ωB97M-V/def2-TZVPD

Geometry (Å):
O (-1.343, -0.959, 1.240)
O (0.340, 1.519, -0.318)
C (-0.820, -0.152, 0.254)
C (1.898, -0.224, 0.645)
C (0.626, 0.124, -0.063)
C (-0.172, -0.714, -1.006)
C (-1.007, 1.330, 0.049)
H (-1.852, 1.472, -1.100)
H (0.026, -1.782, -0.958)
H (-1.806, 2.065, -0.120)
H (-0.448, -0.307, -1.979)
H (2.773, 0.001, 0.025)
H (1.914, -1.293, 0.881)
H (-2.108, -1.419, 0.869)
H (1.979, 0.339, 1.581)

The frontier orbital gap is 0.332 Ha. The relative energy (zero: lowest compared OMol25 entry of this formula, charge and spin) is 5.593 eV. The value obtained for the LUMO energy is 0.02357 Ha. Its total charge is 0.



# 8
Molecular formula: C8H22ClNNbO3P2
Method: DFT, ωB97M-V/def2-TZVPD

Geometry (Å):
Nb (-0.151, -0.745, -0.650)
Cl (1.684, -4.183, -1.395)
P (0.641, -3.120, 0.124)
P (1.206, -1.316, -2.821)
O (-0.692, -4.065, 0.306)
O (1.003, -0.153, -3.760)
O (-3.428, 1.803, -1.847)
N (-3.036, 1.361, 0.343)
C (-1.199, 1.107, -1.368)
C (-3.765, 0.125, 0.616)
C (1.669, 0.503, 1.725)
C (-2.612, 1.459, -1.010)
C (1.782, 0.021, 0.266)
C (2.408, 1.122, -0.617)
C (-2.049, 1.742, 1.340)
C (3.023, 0.584, 2.462)
H (2.402, 0.891, -1.690)
H (-3.882, -0.468, -0.298)
H (2.923, 0.336, 3.526)
H (3.456, 1.591, 2.399)
H (-4.766, 0.334, 1.012)
H (1.897, 2.082, -0.463)
H (0.888, -2.554, -3.402)
H (-0.830, -0.992, 1.007)
H (-0.548, 1.965, -1.134)
H (-1.478, -1.834, -1.348)
H (-1.224, 1.028, -2.468)
H (-1.266, -3.976, -0.470)
H (-1.187, 2.218, 0.861)
H (0.979, -0.124, 2.299)
H (3.463, 1.284, -0.339)
H (3.753, -0.103, 2.010)
H (1.252, 1.523, 1.703)
H (-1.695, 0.885, 1.931)
H (-3.213, -0.498, 1.338)
H (2.576, -1.484, -2.506)
H (2.490, -0.826, 0.282)
H (-2.473, 2.479, 2.037)

The frontier orbital gap is 0.225 Ha. The value obtained for the LUMO energy is 0.07408 Ha. Its total charge is -1.



Per-record DFT total energy, eV: -129397.6545; -8831.0897; -7333.6869; -30981.5408; -170639.6106; -25471.0204; -9404.2395; -48933.7557